No. 1
ORCA calculation (the ωB97M-V functional and the def2-TZVPD basis) on C4H2O2 in the gas phase.

Atoms and positions in Å:
O (-1.72, -1.28, -1.39)
C (-1.23, -0.35, -0.91)
C (-0.85, 0.84, -0.43)
C (0.24, 0.99, 0.33)
C (0.88, -0.36, 0.53)
O (0.63, -1.07, 1.47)
H (0.61, 1.92, 0.76)
H (1.44, -0.69, -0.36)

Calculated values
Structure (SMILES): O=C=C=CC=O
LUMO energy: -0.0354 Ha
Molecular weight: 82.06 g/mol
ΔE to the lowest compared entry with this formula, charge and spin: 55.4 kJ/mol

Quick look at the Mulliken charges, all values in e:
1 O -0.321
2 C 0.946
3 C -0.762
4 C -0.112
5 C -0.046
6 O -0.424
7 H 0.360
8 H 0.359

=====

No. 2
ORCA calculation (the ωB97M-V functional and the def2-TZVPD basis) on C4H2O2 in the gas phase.

Atoms and positions in Å:
O (2.62, 0.56, 1.13)
C (1.86, 0.86, 0.24)
C (0.55, 0.24, 0.08)
C (-0.55, -0.25, -0.07)
C (-1.86, -0.86, -0.25)
O (-2.88, -0.36, 0.15)
H (2.10, 1.63, -0.51)
H (-1.85, -1.83, -0.78)

Calculated values
Structure (SMILES): O=CC#CC=O
LUMO energy: -0.0197 Ha
Molecular weight: 82.06 g/mol
ΔE to the lowest compared entry with this formula, charge and spin: 30.8 kJ/mol

Quick look at the Mulliken charges, all values in e:
1 O -0.398
2 C -0.360
3 C 0.482
4 C 0.495
5 C -0.358
6 O -0.398
7 H 0.268
8 H 0.269

=====

No. 3
ORCA calculation (the ωB97M-V functional and the def2-TZVPD basis) on C4H2O2 in the gas phase.

Atoms and positions in Å:
O (1.56, -1.52, 1.85)
C (1.17, -0.40, 1.65)
C (0.31, -0.07, 0.52)
C (-0.38, 0.18, -0.44)
C (-1.17, 0.40, -1.65)
O (-2.30, 0.81, -1.65)
H (1.45, 0.45, 2.30)
H (-0.63, 0.14, -2.58)

Calculated values
Structure (SMILES): O=CC#CC=O
LUMO energy: -0.0312 Ha
Molecular weight: 82.06 g/mol
ΔE to the lowest compared entry with this formula, charge and spin: 31.9 kJ/mol

Quick look at the Mulliken charges, all values in e:
1 O -0.394
2 C -0.333
3 C 0.504
4 C 0.445
5 C -0.364
6 O -0.403
7 H 0.272
8 H 0.273